1.
DFT (ωB97M-V/def2-TZVPD) results for a 3-piece molecular cluster, C5H14N2O2 overall.

Last column: natural (NBO) charge in e.
Element x y z (Å)
C 0.201058 -1.436941 -0.727822  0.1166
C -0.228495 -2.515710 -1.669823  -0.6920
C 2.422270 -1.901662 -0.744137  -0.7569
O -0.167834 -1.703725 0.536517  -0.7008
H -0.042612 -0.900801 1.084052  0.5114
H 1.284573 -0.981246 -0.900007  0.2427
H -1.307604 -2.413716 -1.817805  0.2323
H -0.048641 -3.525822 -1.281959  0.2043
H 0.261339 -2.407707 -2.636918  0.2203
H 2.213908 -2.842474 -0.245392  0.2075
H 3.027205 -1.236200 -0.129747  0.2045
H 2.812017 -2.027922 -1.751666  0.2005
C -0.561888 1.724653 1.073233  0.3454
N -0.092971 1.803253 -0.244482  -0.8786
N -2.087154 3.585889 0.843524  -0.8183
C -1.516253 2.521963 1.556869  -0.0953
O 0.081406 0.738918 1.858187  -0.7357
H -0.230635 0.786652 2.770833  0.4872
H 0.839958 2.200614 -0.296343  0.3710
H -0.080183 0.888346 -0.700846  0.3949
H -3.085483 3.673398 0.976879  0.3681
H -1.853277 3.539099 -0.141336  0.3876
H -1.840704 2.431139 2.588190  0.1833

Atoms 1-2, force components in eV/Å:
C 0.019 -0.239 0.134
C 0.034 -0.049 0.022

Properties
Relative energy (zero: lowest compared OMol25 entry of this formula, charge and spin) ... 119.9 kcal per mole
Charge ... 0
Orbital gap ... 8.03 eV


2.
DFT (ωB97M-V/def2-TZVPD) results for a 2-piece molecular cluster, C5H14N2O2 overall at a distorted geometry.

Last column: Löwdin spin population.
Element x y z (Å)
O 0.245510 2.720553 1.604580  0.6306
C 0.986919 1.745488 1.673772  0.0995
C 0.460787 0.219988 1.109467  0.1392
C 0.520670 0.012056 -0.383529  0.0147
C 0.450626 -1.316586 -1.065411  0.0123
C -0.695942 -1.657441 -1.574862  0.0073
N 1.736968 -2.104007 -1.295224  0.0003
N -1.044974 0.247340 1.469012  0.0067
H 2.011630 1.710274 2.058289  0.0576
H 0.870807 -0.579529 1.685910  0.0054
H -0.220756 0.774103 -0.720133  -0.0003
H 1.391494 0.498867 -0.791087  0.0039
H -1.731890 -1.096289 -1.647884  0.0010
H -0.992417 -2.648352 -2.173811  0.0023
H 1.672580 -3.041610 -0.940840  0.0000
H 2.548187 -1.733993 -0.771787  0.0001
H 1.978418 -2.158764 -2.334897  0.0001
H -1.460951 -0.561756 1.041998  0.0023
H -1.466350 1.088738 0.964288  0.0003
H -1.203500 0.281048 2.418553  -0.0003
H -1.557435 3.093457 0.225627  -0.0001
H -2.703485 2.389534 -0.489883  0.0012
O -1.796885 2.116874 -0.062151  0.0160

Atoms 1-2, force components in eV/Å:
O 2.826 -3.351 0.437
C -2.589 1.345 -1.209

Properties
Multiplicity ... 2
⟨S²⟩ ... 0.761
Charge ... +3
Orbital gap (spin up / spin down) ... 8.72 / 5.17 eV


3.
DFT (ωB97M-V/def2-TZVPD) results for a 2-piece molecular cluster, C5H14N2O3 overall at a distorted geometry.

Last column: natural (NBO) charge in e.
Element x y z (Å)
C 0.384186 1.698003 2.444753  -0.6468
C 1.438870 -1.370473 -1.708454  -0.2429
C 1.125588 -0.347018 -2.814267  -0.0633
C -1.024932 2.084175 2.884732  -0.0586
C -0.322796 -0.781246 -0.265909  0.2332
N -0.398690 -2.915201 -1.453084  -0.6662
N 0.212636 -1.708254 -1.016566  -0.2785
O 0.634494 0.847709 -2.286915  -0.7442
O -1.924186 2.132568 1.797023  -0.7311
O -1.564696 -1.133233 0.202463  -0.7267
H 0.349008 0.811984 1.812271  0.2272
H 1.002883 1.488061 3.313085  0.2098
H 0.849436 2.503811 1.877140  0.2008
H 1.864760 -2.278176 -2.136179  0.2132
H 2.136245 -0.924812 -0.995131  0.2196
H 0.398392 -0.794952 -3.506609  0.1596
H 2.033932 -0.104160 -3.369308  0.1805
H -1.011630 3.044044 3.419655  0.1555
H -1.431281 1.321605 3.556055  0.1710
H -1.377179 -2.861948 -1.189456  0.3799
H 0.019393 -3.710637 -0.978226  0.3585
H 0.095803 0.623165 -1.491596  0.4678
H -1.594234 2.779495 1.161503  0.4673
H -1.896003 -0.404511 0.743021  0.5145

Atoms 1-2, force components in eV/Å:
C -0.333 0.049 0.107
C 0.356 0.513 -0.569

Properties
Relative energy (zero: lowest compared OMol25 entry of this formula, charge and spin) ... 83.3 kcal per mole
Charge ... 0
Orbital gap ... 9.69 eV


4.
DFT (ωB97M-V/def2-TZVPD) results for a 3-piece molecular cluster, C5H14N2O4P overall at a distorted geometry.

Last column: natural (NBO) charge in e.
Element x y z (Å)
C -4.615497 0.065346 -0.091693  -0.4121
C -2.562811 -1.330128 0.250767  -0.4244
C -2.383230 0.857422 -0.743682  -0.4326
C 2.359147 1.135691 -0.441976  -1.0416
C 6.146396 0.383901 0.376531  0.8153
N 5.306114 -0.378790 0.751183  -0.7570
N -3.255463 -0.330459 -0.537588  -0.4442
O 1.792917 -0.663203 1.633637  -1.0022
O 3.197156 -1.528677 -0.240238  -1.1879
O 0.710654 -0.964621 -0.782360  -1.1756
O 7.051268 1.117076 0.165707  -0.6051
P 1.964610 -0.693879 -0.056704  2.3575
H -4.953167 -0.523295 0.721813  0.1861
H -4.654540 1.056631 0.268344  0.1718
H -5.420212 0.022515 -0.811437  0.1783
H -3.211167 -2.116339 0.650883  0.1849
H -1.970687 -1.921572 -0.377624  0.2207
H -1.814697 -0.965420 1.034041  0.1731
H -2.852956 1.461738 -1.566199  0.1939
H -2.204667 1.413218 0.236858  0.1474
H -1.402567 0.428430 -0.854182  0.2530
H 1.688360 1.372161 -1.351863  0.2247
H 1.980563 1.861345 0.231440  0.2061
H 4.651954 -1.090403 0.361493  0.4814
H 3.431463 1.355460 -0.595213  0.2253
H 1.021057 -0.024138 1.768054  0.4632

Atoms 1-2, force components in eV/Å:
C 1.019 -0.643 -0.314
C 0.115 -0.023 1.217

Properties
Relative energy (zero: lowest compared OMol25 entry of this formula, charge and spin) ... 39.3 kcal per mole
Charge ... -1
Orbital gap ... 8.92 eV


- The highest charge belongs to which entry?
  number 2